# 1
{"formula": "C32H42CdN10OS3", "method": "the ωB97M-V functional and the def2-TZVPD basis", "e_above_lowest_kj_mol": 8.3, "lumo_ha": 0.0195, "e_tot_ha": -3229.6796, "gap_ha": 0.278, "symbols": ["Cd", "C", "C", "C", "C", "C", "H", "H", "H", "H", "H", "C", "N", "C", "C", "N", "C", "C", "N", "C", "C", "N", "C", "N", "C", "C", "C", "N", "C", "H", "H", "H", "H", "H", "H", "H", "H", "H", "H", "H", "H", "H", "H", "H", "H", "H", "H", "H", "H", "H", "H", "H", "H", "N", "C", "N", "N", "C", "N", "H", "H", "H", "H", "O", "C", "C", "C", "C", "C", "S", "C", "C", "C", "C", "S", "C", "C", "C", "C", "S", "H", "H", "H", "H", "H", "H", "H", "H", "H"], "coordinates": [[-0.9401, -0.5710, -0.1867], [-3.1818, -0.9325, 1.6490], [-2.8672, -1.6234, 0.4157], [-2.6019, -2.9911, 0.8009], [-2.6946, -3.0890, 2.1687], [-3.0431, -1.8088, 2.6980], [-3.5412, 0.0863, 1.7091], [-3.3981, -1.3813, -0.5017], [-2.3921, -3.8072, 0.1244], [-2.5315, -3.9840, 2.7527], [-3.1629, -1.5763, 3.7465], [0.4401, -1.7090, 2.4030], [1.6447, -2.2961, 1.8707], [2.2968, -3.3676, 2.5863], [3.4676, -3.6762, 1.6693], [2.9925, -3.2324, 0.3650], [4.0300, -3.1715, -0.6484], [1.9515, -2.3197, 0.5412], [1.2996, -1.6221, -0.3278], [1.7178, -1.6123, -1.7223], [0.8280, -0.6860, -2.5281], [-0.5099, -1.2377, -2.4873], [-1.3271, -1.1124, -3.4722], [-2.4906, -1.8224, -3.5535], [-2.7399, -2.9923, -2.7504], [-3.0792, -1.7228, -4.8702], [-2.3389, -0.5363, -5.4909], [-1.1968, -0.3336, -4.6069], [-0.6290, 1.0051, -4.5392], [0.5521, -1.6191, 3.4836], [-0.4523, -2.3075, 2.1869], [0.3082, -0.7052, 2.0059], [1.6339, -4.2338, 2.7107], [2.6154, -3.0316, 3.5742], [3.7181, -4.7372, 1.6404], [4.3637, -3.1155, 1.9669], [4.6639, -4.0482, -0.5131], [4.6550, -2.2770, -0.5469], [3.6249, -3.2149, -1.6509], [1.6352, -2.6137, -2.1625], [2.7472, -1.2611, -1.8357], [1.2291, -0.6063, -3.5447], [0.8725, 0.3096, -2.0671], [-2.0608, -2.9829, -1.9045], [-2.5781, -3.9073, -3.3331], [-3.7653, -2.9886, -2.3792], [-4.1560, -1.5567, -4.8058], [-2.9093, -2.6452, -5.4396], [-2.9645, 0.3612, -5.5162], [-2.0087, -0.7494, -6.5089], [-1.3320, 1.7152, -4.9797], [0.3160, 1.0758, -5.0808], [-0.4756, 1.2983, -3.5049], [-2.6168, 2.7872, 1.3305], [-2.4971, 3.7105, 0.3461], [-2.5205, 5.0162, 0.6860], [-2.4333, 3.4103, -0.9287], [-2.3568, 2.1506, -1.2582], [-2.2843, 1.0433, -1.5907], [-2.4047, 3.0587, 2.2778], [-2.2976, 1.8533, 1.0907], [-2.3540, 5.2844, 1.6390], [-2.2453, 5.6663, -0.0304], [-0.3758, 1.3116, 0.8409], [0.6559, 1.9646, 1.4196], [0.7129, 3.3869, 0.8366], [0.5342, 3.6924, -0.4787], [0.7731, 5.0608, -0.7807], [1.1237, 5.7789, 0.3200], [1.1617, 4.7947, 1.7229], [2.0425, 1.3356, 1.1595], [2.8491, 0.6588, 2.0253], [4.0876, 0.2534, 1.4539], [4.2076, 0.6396, 0.1563], [2.8328, 1.5117, -0.3660], [0.4499, 2.0356, 2.9263], [1.1857, 2.5853, 3.9335], [0.5638, 2.4623, 5.2061], [-0.6261, 1.8031, 5.1352], [-0.9975, 1.3359, 3.5312], [0.2502, 2.9488, -1.2097], [0.6869, 5.4841, -1.7711], [1.3624, 6.8268, 0.3935], [2.5654, 0.4533, 3.0460], [4.8533, -0.2832, 1.9965], [5.0375, 0.4850, -0.5142], [2.1519, 3.0453, 3.7842], [0.9901, 2.8452, 6.1218], [-1.3037, 1.5670, 5.9384]], "forces_ev_per_a": [[0.220, -0.383, 0.015], [-0.038, 0.064, -0.049], [-0.251, -0.121, 0.089], [-0.017, -0.005, -0.016], [-0.033, 0.016, 0.031], [0.057, -0.066, -0.010], [0.044, 0.010, 0.013], [0.138, 0.070, -0.058], [0.017, -0.008, -0.017], [0.051, -0.013, 0.005], [-0.029, 0.022, 0.018], [-0.074, -0.004, -0.078], [0.059, 0.005, 0.040], [-0.011, -0.017, -0.008], [0.020, 0.000, 0.035], [-0.120, -0.053, -0.054], [0.014, 0.031, 0.039], [-0.031, 0.029, -0.008], [-0.089, 0.162, -0.006], [0.120, -0.025, 0.027], [-0.032, -0.157, -0.100], [-0.090, 0.150, 0.150], [0.048, 0.045, -0.074], [-0.041, 0.050, 0.057], [0.016, -0.034, -0.035], [-0.014, 0.022, 0.006], [0.020, 0.009, -0.047], [0.014, -0.051, 0.095], [0.042, -0.014, -0.038], [-0.027, 0.010, 0.013], [0.035, 0.011, 0.041], [0.092, 0.021, 0.072], [-0.002, 0.012, -0.030], [-0.014, -0.038, 0.015], [0.021, 0.019, 0.013], [-0.022, 0.032, -0.018], [-0.003, 0.017, 0.000], [0.000, 0.007, 0.005], [-0.002, -0.008, -0.027], [0.027, 0.024, -0.015], [0.018, 0.001, 0.060], [-0.027, 0.002, -0.006], [0.047, 0.034, -0.076], [0.005, -0.019, 0.000], [0.007, -0.004, 0.004], [-0.001, -0.014, 0.005], [0.005, -0.017, -0.052], [0.007, -0.010, 0.032], [0.014, -0.006, 0.063], [-0.057, 0.036, -0.014], [0.003, -0.012, 0.021], [-0.005, 0.008, -0.015], [-0.004, 0.009, 0.015], [-0.399, 0.752, -0.580], [-0.191, -0.469, 0.850], [-0.031, 0.032, -0.071], [-0.052, 0.149, -0.471], [-0.158, 0.462, 0.286], [0.024, -0.408, -0.263], [-0.024, -0.004, -0.074], [0.226, 0.169, 0.150], [0.056, -0.021, 0.005], [0.015, -0.033, 0.005], [-0.438, -0.985, -0.645], [0.756, 0.448, 0.139], [0.074, 0.152, -0.033], [0.073, -0.034, 0.000], [-0.018, 0.006, 0.000], [-0.005, -0.057, 0.072], [-0.011, 0.026, -0.022], [0.150, 0.142, 0.070], [-0.060, -0.071, -0.052], [-0.042, -0.068, 0.005], [-0.070, -0.020, -0.021], [-0.011, 0.048, 0.037], [-0.165, -0.008, 0.151], [0.050, -0.020, 0.026], [-0.049, -0.057, 0.009], [0.033, 0.064, -0.014], [0.134, -0.058, 0.243], [-0.020, 0.005, 0.025], [-0.010, 0.014, -0.016], [-0.023, 0.046, -0.037], [-0.002, -0.010, 0.036], [0.021, -0.018, -0.004], [0.035, -0.004, -0.004], [0.014, 0.014, -0.030], [-0.004, -0.017, 0.039], [-0.005, -0.016, 0.055]]}

---

# 2
{"formula": "C49H49BFIrN7O4PS2", "method": "the ωB97M-V functional and the def2-TZVPD basis", "e_above_lowest_kj_mol": 231.6, "lumo_ha": [-0.1265, -0.1265], "e_tot_ha": -3947.3968, "spin_multiplicity": 2, "gap_ha": [0.214, 0.214], "charge": 1, "symbols": ["Ir", "C", "C", "C", "C", "C", "C", "C", "C", "C", "C", "C", "C", "C", "C", "C", "N", "H", "H", "H", "H", "H", "H", "H", "H", "H", "H", "C", "C", "N", "C", "C", "C", "O", "O", "C", "O", "C", "C", "C", "F", "C", "C", "C", "N", "C", "C", "N", "C", "C", "H", "H", "H", "H", "H", "H", "H", "H", "H", "H", "H", "H", "H", "H", "H", "H", "H", "H", "S", "P", "S", "C", "C", "C", "C", "C", "C", "C", "C", "C", "C", "C", "C", "H", "H", "H", "H", "H", "H", "H", "H", "H", "H", "N", "C", "N", "C", "C", "O", "C", "C", "H", "H", "H", "H", "H", "H", "H", "H", "B", "C", "N", "H", "H", "H"], "coordinates": [[0.0134, 0.6545, 1.0172], [3.4533, -0.7012, 3.3539], [3.7449, -1.9025, 2.7272], [3.0085, -2.2950, 1.6310], [1.9678, -1.4987, 1.1473], [1.6412, -0.2913, 1.8039], [2.4082, 0.0915, 2.8980], [1.2165, -1.8319, -0.0479], [1.6422, -2.8051, -0.9617], [0.9407, -3.0234, -2.1180], [-0.2325, -2.2802, -2.3666], [-0.9821, -2.4269, -3.5445], [-2.1197, -1.6811, -3.7589], [-2.5642, -0.8093, -2.7722], [-1.8572, -0.6566, -1.5956], [-0.6537, -1.3437, -1.3761], [0.0946, -1.1076, -0.2632], [4.0424, -0.3813, 4.2005], [4.5524, -2.5237, 3.0837], [3.2447, -3.2325, 1.1490], [2.1973, 1.0127, 3.4225], [2.5387, -3.3658, -0.7581], [1.2734, -3.7597, -2.8345], [-0.6358, -3.1312, -4.2874], [-2.6778, -1.7857, -4.6797], [-3.4734, -0.2453, -2.9287], [-2.2273, -0.0024, -0.8234], [-1.4758, 4.1572, -5.9557], [-2.2341, 2.9780, -5.3500], [-1.4928, 2.3854, -4.2566], [-1.7905, 2.7996, -2.9875], [-1.0983, 2.4052, -1.8920], [-1.6648, 2.7729, -0.5118], [-2.0969, 3.8974, -0.3545], [-1.6854, 1.7917, 0.2840], [0.0637, 1.5761, -2.0069], [0.8526, 1.2781, -1.0680], [0.3173, 1.0856, -3.3446], [1.3459, 0.1564, -3.5425], [1.5477, -0.4158, -4.7765], [2.5096, -1.3748, -4.8655], [0.8094, -0.0324, -5.8913], [-0.1624, 0.9662, -5.7087], [-0.4649, 1.4896, -4.4510], [1.0090, -0.5443, -7.1991], [2.1473, -1.4117, -7.4504], [2.2563, -1.6266, -8.9697], [1.5841, -0.4734, -9.6180], [0.1101, -0.5480, -9.4269], [-0.1382, -0.9810, -7.9684], [-2.0452, 4.5862, -6.7750], [-0.5040, 3.8403, -6.3267], [-1.3168, 4.9267, -5.2031], [-2.4457, 2.2198, -6.1087], [-3.1895, 3.3267, -4.9555], [-2.6318, 3.4680, -2.8786], [1.9451, -0.1516, -2.7025], [-0.6982, 1.3091, -6.5778], [2.0676, -2.3884, -6.9551], [3.0433, -0.9147, -7.0745], [1.7565, -2.5433, -9.2884], [3.3005, -1.6767, -9.2799], [1.8300, -0.3889, -10.6076], [1.9079, 0.3630, -9.1119], [-0.3176, -1.2588, -10.1345], [-0.3099, 0.4391, -9.6219], [-0.2737, -2.0689, -7.9062], [-1.0467, -0.5227, -7.5870], [-1.2637, 0.8834, 8.2946], [0.0609, 0.6051, 6.8260], [-1.1045, 0.5296, 5.1988], [1.0326, -0.9252, 7.0479], [1.1404, -1.8558, 6.0233], [1.8879, -3.0044, 6.2285], [2.5198, -3.2150, 7.4436], [2.4127, -2.2799, 8.4619], [1.6685, -1.1322, 8.2668], [1.3215, 1.9254, 6.7665], [1.0011, 3.2092, 7.1858], [1.9652, 4.2013, 7.1430], [3.2404, 3.9076, 6.6895], [3.5558, 2.6263, 6.2670], [2.5958, 1.6308, 6.3003], [0.6456, -1.6796, 5.0784], [1.9711, -3.7358, 5.4393], [3.0954, -4.1150, 7.5987], [2.9048, -2.4534, 9.4079], [1.5695, -0.3989, 9.0569], [0.0070, 3.4167, 7.5590], [1.7246, 5.2029, 7.4689], [3.9990, 4.6770, 6.6744], [4.5540, 2.4018, 5.9212], [2.8300, 0.6253, 5.9843], [-1.2194, -0.8192, 2.2701], [-2.3543, -1.0470, 2.2715], [-3.6209, -1.3260, 2.2178], [-4.5493, -0.4780, 2.9530], [-4.7413, -1.0575, 4.3608], [-5.1441, -2.4088, 4.3046], [-4.1977, -3.2098, 3.6415], [-4.0106, -2.7292, 2.1959], [-5.4970, -0.4761, 2.4061], [-4.1493, 0.5348, 3.0057], [-5.5312, -0.5282, 4.8933], [-3.7970, -0.9598, 4.9173], [-4.5816, -4.2303, 3.6671], [-3.2282, -3.1720, 4.1624], [-4.9590, -2.8034, 1.6550], [-3.2474, -3.3140, 1.6796], [-0.4979, 4.3236, 3.6268], [-0.1722, 3.0357, 2.9016], [0.1145, 2.0621, 2.3319], [0.1111, 4.3695, 4.6473], [-1.6846, 4.3865, 3.7525], [-0.2506, 5.2326, 2.8918]], "forces_ev_per_a": [[0.041, -3.750, -0.997], [-0.210, 0.066, -0.189], [0.115, -0.112, 0.016], [-0.042, -0.121, -0.243], [0.407, 0.409, 0.603], [-0.632, -0.105, -0.986], [0.005, 0.140, 0.231], [-1.133, 0.904, 0.245], [-0.278, -0.608, -0.942], [0.275, 0.174, 0.677], [-0.152, 0.176, 0.437], [-0.352, 0.238, -0.216], [0.537, -0.544, -0.386], [0.162, 0.272, 0.811], [-0.628, 0.059, -0.192], [0.108, -0.599, -0.566], [0.903, 0.021, 0.305], [0.042, 0.042, 0.103], [0.053, -0.070, 0.054], [0.065, -0.108, -0.010], [-0.117, 0.103, -0.056], [0.085, -0.012, 0.008], [0.059, -0.057, -0.109], [0.022, -0.119, -0.088], [-0.027, -0.061, -0.033], [-0.067, 0.031, 0.090], [0.051, 0.237, 0.107], [-0.125, -0.186, 0.075], [-0.029, 0.387, -0.544], [-0.149, -0.109, 0.631], [0.647, -0.447, -0.180], [0.032, -0.049, 0.728], [0.283, 0.797, -0.904], [-0.232, -0.078, -0.060], [-0.396, -0.944, 0.923], [-0.072, 0.589, 0.484], [-0.414, 0.219, 0.627], [0.554, -0.231, -0.546], [-0.386, 0.062, -0.538], [0.314, 0.134, 0.704], [-0.198, 0.063, -0.024], [-0.686, 0.786, -0.055], [0.449, -0.655, -0.206], [0.208, -0.031, 0.322], [0.118, -0.011, 0.230], [0.287, -0.056, 0.088], [0.311, -0.542, 0.342], [0.310, 0.377, -0.308], [-0.802, -0.075, 0.271], [-0.131, 0.021, -0.083], [-0.034, 0.077, -0.105], [0.113, 0.007, -0.068], [0.009, 0.045, 0.024], [-0.088, 0.036, 0.138], [0.049, -0.159, -0.021], [-0.037, 0.093, 0.003], [0.104, -0.053, 0.167], [-0.047, 0.078, -0.092], [0.031, 0.107, -0.127], [-0.041, -0.134, -0.079], [-0.015, 0.187, -0.095], [-0.140, 0.075, -0.074], [-0.034, 0.033, 0.167], [-0.087, -0.088, -0.263], [0.189, 0.040, -0.043], [0.140, -0.024, -0.045], [0.016, 0.017, 0.013], [0.008, -0.034, -0.104], [0.007, -0.072, -0.463], [0.487, 0.078, -0.003], [0.010, 0.070, 0.559], [-0.360, 0.372, -0.163], [0.017, 0.076, 0.106], [0.035, -0.032, 0.020], [0.000, -0.066, -0.097], [0.047, -0.025, 0.088], [-0.038, 0.045, -0.030], [-0.509, -0.443, 0.080], [-0.075, -0.013, 0.073], [-0.011, 0.035, 0.052], [0.040, 0.047, 0.019], [0.070, -0.049, -0.072], [0.002, 0.045, -0.004], [-0.062, 0.025, -0.066], [0.034, -0.083, -0.091], [0.063, -0.087, 0.027], [0.025, 0.007, 0.060], [0.011, 0.017, 0.048], [-0.018, 0.044, -0.049], [-0.037, 0.035, -0.003], [0.024, 0.064, -0.025], [0.087, -0.020, -0.045], [0.092, -0.094, -0.025], [0.918, 1.841, -0.486], [0.427, 0.075, -0.281], [-0.067, -0.050, -0.204], [-0.454, 0.276, 0.784], [0.046, 0.366, -0.117], [-0.127, -0.112, -0.045], [0.086, -0.057, -0.285], [-0.214, -0.730, 0.225], [0.131, 0.034, 0.027], [-0.058, -0.007, -0.063], [0.111, 0.071, -0.030], [-0.088, -0.005, 0.005], [0.092, 0.027, -0.051], [-0.060, -0.023, -0.013], [0.127, 0.010, 0.017], [-0.065, 0.046, -0.001], [-0.446, 0.915, 0.215], [0.631, -1.423, -0.843], [-0.485, 1.927, 0.687], [0.193, -0.006, 0.401], [-0.407, -0.285, 0.306], [0.448, 0.204, -0.287]]}